Record 1
A structure of composition C19H30CoNO4Sb. Source: OMol25; level of theory: ωB97M-V/def2-TZVPD.

Structure (ORCA input):
```
! RIJCOSX wB97M-V def2-TZVPD def2/J DEFGRID3
* xyz 1 5
C -2.768 2.211 1.196
N 3.227 -1.158 1.942
C -0.576 -1.474 -1.045
O 0.580 1.033 2.362
H -2.002 2.189 1.972
H 0.494 -1.093 -2.926
C 4.906 -2.645 1.210
H -3.697 1.782 -1.384
C -0.383 -2.359 0.188
H -2.583 3.071 0.548
H -3.955 0.031 -1.253
O 5.827 -3.387 1.409
H -3.254 -1.204 0.884
H -2.365 -0.340 2.160
C -2.834 0.896 0.420
H -2.329 1.391 -3.167
H -4.075 -0.026 1.897
H 1.552 -1.194 -1.571
H 1.381 0.963 -2.820
Sb -0.828 0.598 -0.411
H -0.423 3.663 -0.822
H -0.932 0.433 -3.688
H -2.709 -1.952 -1.173
H 2.383 0.617 4.615
O 1.628 0.213 0.554
H -0.683 3.987 -2.534
C -0.928 3.299 -1.720
H 1.231 2.683 -3.153
H -3.735 2.370 1.683
C 2.560 -0.284 2.676
H 0.529 -2.127 0.750
C -3.131 -0.245 1.388
C 4.708 -1.704 3.657
O 4.342 -2.392 0.034
C 0.623 -1.615 -1.978
H 1.623 2.144 -1.521
H 0.805 -2.670 -2.201
C 4.005 -0.822 4.474
H -0.319 -3.406 -0.123
H -2.040 -1.308 -2.678
C 1.483 0.403 1.854
C 4.278 -1.844 2.348
C 1.030 1.910 -2.405
C -1.825 -1.934 -1.810
H 5.569 -2.255 4.007
Co 2.779 -1.340 0.037
H -1.206 -2.278 0.897
H 4.321 -0.685 5.500
C -0.471 1.895 -2.119
H -1.071 2.118 -4.163
C -3.879 0.963 -0.688
H -1.666 -2.956 -2.172
H -2.005 3.357 -1.562
C -1.251 1.417 -3.341
H -4.857 1.147 -0.227
C 2.917 -0.088 3.994
*
```

## Properties
largest force on an atom = 0.27 eV Å⁻¹
HOMO level (spin up / spin down) = -0.407 / -0.469 Ha
HOMO-LUMO gap (spin up / spin down) = 7.90 / 8.11 eV


Record 2
A structure of composition C14H25BHgN6Si. Source: OMol25; level of theory: ωB97M-V/def2-TZVPD.

Structure (ORCA input):
```
! RIJCOSX wB97M-V def2-TZVPD def2/J DEFGRID3
* xyz 0 1
C -2.711 0.976 3.018
H 3.161 -0.483 -3.850
H -3.401 0.229 2.600
H -0.684 1.660 5.439
H 0.775 4.966 -0.896
C 0.001 -0.159 1.909
B 0.630 0.739 -3.088
Si -1.027 0.234 3.424
C -1.575 -0.018 -4.250
H -1.657 -1.048 5.447
C 3.158 -1.827 -2.029
H -2.727 -2.948 0.127
H -3.599 -0.859 -4.509
H -2.108 -1.968 3.994
C 2.173 -1.862 -1.019
H 0.063 2.407 4.009
N -0.079 1.792 -0.890
H -1.031 -2.997 0.691
C 0.599 3.928 -1.107
H 0.689 0.679 1.702
N -0.799 0.118 -3.155
H 0.867 1.048 4.825
C -2.018 -2.571 0.873
H -0.432 3.124 0.725
C -2.770 -0.613 -3.869
H -2.622 1.804 2.301
C -1.332 -1.328 4.434
C -2.681 -0.831 -2.491
N 1.566 -0.345 -2.471
H 0.640 -1.042 2.071
H -3.395 -1.272 -1.803
C -0.109 1.453 4.526
H -2.085 -1.357 0.917
H -2.343 -2.925 1.866
C -0.030 2.978 -0.274
Hg -0.910 -0.527 -0.048
H 2.139 -2.483 -0.131
N 0.544 1.949 -2.109
N 1.209 -0.976 -1.303
H -0.411 -1.919 4.527
H 1.439 3.541 -3.174
N -1.473 -0.385 -2.044
H -1.207 0.320 -5.207
H 4.045 -2.425 -2.093
H -3.168 1.371 3.939
C 0.948 3.233 -2.265
C 2.735 -0.852 -2.929
H 1.027 1.086 -4.162
*
```

## Properties
largest force on an atom = 4.47 eV Å⁻¹
HOMO level = -0.296 Ha
HOMO-LUMO gap = 8.64 eV


Record 3
A structure of composition C51H40N2O6STa. Source: OMol25; level of theory: ωB97M-V/def2-TZVPD.

Structure (ORCA input):
```
! RIJCOSX wB97M-V def2-TZVPD def2/J DEFGRID3
* xyz 1 1
H 0.336 -6.017 -2.056
C 2.976 -2.322 -4.825
N -0.225 -2.573 -0.428
C 2.062 -1.461 -2.773
C 0.891 -1.104 -3.429
S -2.283 -1.711 1.083
C 3.796 -1.565 0.399
C 0.775 -3.321 1.697
H 1.822 0.908 1.110
H -2.165 4.678 2.118
H -2.258 3.745 -5.278
C 3.292 -2.005 3.933
H 1.060 1.909 2.855
H 0.927 3.268 1.690
C 3.662 -3.815 1.192
C 3.100 -2.068 -3.468
C 3.455 -1.671 5.272
C -0.899 2.090 2.054
H 6.471 -3.362 -0.644
H 2.161 -1.274 -1.713
H 3.394 -0.564 0.325
C 1.139 -1.066 5.408
H -1.668 -2.077 -3.394
C 4.999 -1.856 -0.230
C -2.252 0.738 -3.718
C 0.615 2.249 1.919
C -0.056 1.697 -3.728
H -1.799 3.154 -1.906
H 1.152 -4.245 2.127
C 3.109 -2.539 1.113
H 4.429 -1.776 5.733
H 3.174 -4.589 1.772
C 1.818 -2.203 1.848
C -2.605 6.084 0.588
C -1.476 2.478 0.649
O 0.104 -0.127 -1.369
C -2.018 3.961 -1.221
C 1.809 -1.960 -5.487
H -3.949 7.127 -3.304
C -2.736 1.851 -4.398
O 1.249 -1.032 1.258
Ta -0.360 -0.401 0.455
H -2.588 2.961 4.946
C -1.319 2.867 3.271
H -4.618 1.436 5.068
C -4.183 0.801 4.306
C -0.907 0.647 -3.386
H 3.784 -2.794 -5.368
C -1.911 3.785 0.180
C 5.534 -3.132 -0.155
C -0.536 2.807 -4.402
H -3.785 1.904 -4.658
H -0.790 -4.182 -3.310
C 0.581 -4.808 -0.299
C -3.066 -0.787 2.349
H -2.945 -0.054 -3.463
C 0.974 -1.403 4.075
C -4.820 -0.374 3.932
C -1.881 2.883 -4.745
O -2.571 5.630 -2.938
C 4.861 -4.112 0.562
H 2.512 -0.942 7.055
H -2.160 -1.320 -1.874
H 0.294 -0.697 5.975
H -2.848 6.894 1.260
C -2.688 6.235 -0.775
H 0.995 1.631 -3.469
H 4.144 -2.360 3.368
C -2.204 4.834 1.054
C -4.261 -1.169 2.942
C -0.454 -4.038 -2.293
H 1.065 -5.576 0.288
C 0.368 -3.566 0.271
C 0.172 -5.052 -1.596
C -1.303 -1.694 -2.442
C -2.294 2.420 4.055
H -2.217 7.629 -3.332
N -1.168 0.656 2.146
H 0.138 3.612 -4.662
C 2.049 -1.879 3.324
H -4.754 -2.078 2.620
C -2.988 1.187 3.711
C 0.774 -1.355 -4.793
C 2.383 -1.202 6.012
H 4.003 -2.347 -2.940
C -2.399 0.368 2.737
H -0.766 3.768 3.510
O -3.041 7.337 -1.461
H -0.128 -1.063 -5.319
H 5.273 -5.109 0.639
C -0.645 -2.808 -1.688
H 1.709 -2.145 -6.548
H 0.002 -1.268 3.617
O -1.421 1.536 -0.153
H 5.517 -1.080 -0.779
C -2.966 6.998 -2.854
O 1.027 1.393 0.841
C -2.401 5.193 -1.655
C -0.306 -0.547 -2.663
H -0.105 -3.040 2.279
H -5.751 -0.663 4.398
*
```

## Properties
relative energy (zero: lowest compared OMol25 entry of this formula, charge and spin) = 38.4 kcal/mol
largest force on an atom = 0.41 eV Å⁻¹
HOMO level = -0.369 Ha
HOMO-LUMO gap = 7.18 eV


Record 4
A structure of composition C21H19AuF6N3O7PS5. Source: OMol25; level of theory: ωB97M-V/def2-TZVPD.

Structure (ORCA input):
```
! RIJCOSX wB97M-V def2-TZVPD def2/J DEFGRID3
* xyz 0 1
H 0.246 -3.404 -5.606
H 3.518 4.130 3.436
C 0.589 -1.381 -5.478
H -0.409 2.453 3.404
H 0.434 3.292 -0.934
N 1.202 -1.293 -1.299
C -3.795 -2.159 0.836
S 3.707 -1.156 1.188
C -0.391 2.805 -2.852
C -2.075 1.637 1.491
H 2.494 0.271 -1.589
Au 0.856 -0.988 1.050
H -2.864 1.162 0.912
H -2.117 2.720 1.344
H -0.003 -2.504 -7.061
C 0.523 2.670 2.904
O -1.224 -1.981 0.640
F -0.718 -1.710 6.255
H -2.150 0.011 -3.564
S -2.135 -2.286 1.735
O 0.124 -1.039 3.342
C -0.628 1.436 -0.896
F -3.975 -0.911 0.396
H -0.357 -3.149 -3.580
C 1.515 3.387 3.546
F -4.825 -2.476 1.604
N -2.325 -1.112 2.756
C 2.966 3.099 1.647
C 0.451 -2.241 -1.832
C 0.852 -1.399 -4.033
O -2.046 -3.585 2.294
O 4.826 -1.377 2.046
C 0.265 -2.354 -3.198
C -1.589 0.730 -2.984
F -3.811 -2.956 -0.232
S 0.654 0.038 -6.316
H 1.347 3.758 4.547
C -1.353 -2.172 5.180
C 2.734 3.599 2.920
O 2.756 -0.124 1.700
S -1.215 -0.845 3.846
O 3.992 -0.957 -0.213
O -1.497 0.382 4.514
H -1.308 2.053 -4.640
N 0.221 -2.516 -6.078
C -0.136 2.580 -1.509
H -0.020 -2.906 -1.124
C -1.348 0.503 -1.642
C 1.664 -0.424 -3.451
C 0.746 2.185 1.616
C -1.111 1.882 -3.592
P -0.448 1.062 0.875
S 2.468 -2.858 1.200
H 2.137 0.324 -4.070
H -1.702 -0.391 -1.146
H 2.173 1.937 0.032
H 3.925 3.244 1.176
F -2.614 -2.423 5.525
H -0.027 3.708 -3.317
H -2.200 1.376 2.540
F -0.778 -3.307 4.818
C 1.826 -0.422 -2.077
C 1.984 2.374 1.001
*
```

## Properties
relative energy (zero: lowest compared OMol25 entry of this formula, charge and spin) = 20.4 kcal/mol
largest force on an atom = 2.14 eV Å⁻¹
HOMO level (spin up / spin down) = -0.335 / -0.335 Ha
HOMO-LUMO gap (spin up / spin down) = 6.11 / 6.12 eV